Below is C16H32N2O8Ti as an isolated structure, with properties calculated with the ωB97M-V functional and the def2-TZVPD basis.

Each line ends with the Löwdin charge.
Element x y z (Å)
Ti -0.43380 0.10225 -0.34988  0.95
C -2.91722 -0.07885 -1.85798  -0.13
C -3.63984 0.43809 -0.62864  -0.10
O -2.56139 0.49170 0.30872  -0.23
C -2.60575 1.55330 1.27011  -0.11
C -1.71517 2.69011 0.74156  -0.10
O -0.49164 2.05113 0.33438  -0.26
C 0.44899 2.88462 -0.38490  -0.09
C 1.35948 1.99306 -1.25947  -0.13
O 0.58071 1.10084 -2.08020  -0.18
C -0.07326 1.75300 -3.16659  -0.11
C -1.39490 0.99869 -3.22977  -0.12
O -1.72404 0.73344 -1.86388  -0.26
H -3.51118 0.05584 -2.76085  0.14
H -2.61215 -1.11961 -1.75309  0.12
H -4.42679 -0.22609 -0.26956  0.14
H -4.03803 1.43904 -0.81828  0.14
H -2.19587 1.15206 2.19723  0.14
H -3.62356 1.89312 1.45647  0.14
H -1.51312 3.44178 1.50700  0.14
H -2.18482 3.16415 -0.12634  0.14
H 1.05123 3.45439 0.32814  0.14
H -0.10535 3.58724 -1.01123  0.13
H 1.96181 1.37817 -0.62506  0.06
H 2.04961 2.58962 -1.86860  0.16
H 0.51685 1.63573 -4.07496  0.14
H -0.23844 2.81424 -2.97560  0.13
H -1.27626 0.05318 -3.76038  0.15
H -2.18267 1.59203 -3.69378  0.14
C 4.56526 0.71492 1.51740  -0.01
N 3.13727 0.91760 1.70039  -0.12
C 2.73440 1.65001 2.89400  0.00
C 2.22773 0.30993 0.96261  -0.40
O 1.00712 0.36916 1.17264  -0.01
C 2.63751 -0.57773 -0.25333  -0.06
O 1.32758 -1.03792 -0.59736  -0.26
C 0.98937 -2.35511 -0.08295  -0.08
C -0.42106 -2.38792 0.60247  -0.39
O -1.07613 -1.35678 0.92088  -0.09
N -0.89097 -3.58906 0.89996  -0.12
C -2.19361 -3.71602 1.52431  -0.01
C -0.18111 -4.83569 0.69434  -0.02
H 5.07898 1.66688 1.63230  0.10
H 4.78277 0.32300 0.52930  0.09
H 4.94776 0.01609 2.26432  0.11
H 3.26000 2.60357 2.93087  0.10
H 2.98354 1.07590 3.78824  0.11
H 1.66619 1.82783 2.87693  0.09
H 3.31650 -1.38320 0.01405  0.14
H 3.03100 -0.00180 -1.08560  0.14
H 1.74457 -2.66677 0.66497  0.14
H 1.01113 -3.03461 -0.92351  0.13
H -2.68465 -2.75324 1.56067  0.09
H -2.08626 -4.10086 2.54092  0.10
H -2.80790 -4.41245 0.94997  0.10
H 0.80866 -4.67646 0.28832  0.08
H -0.74219 -5.47034 0.00600  0.10
H -0.07984 -5.36139 1.64595  0.10
O -0.59708 -1.37381 -1.22362  -0.41

For the HOMO energy (spin up / spin down), the calculation gives -7.462 / -9.543 eV. The charge is +1. Its frontier orbital gap (spin up / spin down) is 0.2022 / 0.2783 Eh. Its spin multiplicity is 2.

=====

Below is one molecule with the formula C3H11N3O, with properties calculated with the ωB97M-V functional and the def2-TZVPD basis.

Each line ends with the Löwdin charge.
Element x y z (Å)
C 2.00882 0.88786 0.93434  -0.10
O 0.69122 0.82051 0.43298  -0.18
C 0.52546 -0.11509 -0.60629  -0.45
N 0.83151 -1.44951 -0.13771  0.07
C -0.92563 0.02677 -1.12035  -0.17
N -1.84970 -0.57587 -0.16795  -0.16
N -2.09553 0.18724 1.00374  -0.02
H 2.30993 -0.06825 1.37074  0.08
H 2.71520 1.15686 0.13987  0.09
H 2.00055 1.66186 1.69981  0.09
H 1.22742 0.12684 -1.42593  0.14
H 0.91856 -2.08570 -0.92006  0.08
H 0.05847 -1.77197 0.44102  0.07
H -1.01444 -0.51161 -2.06663  0.12
H -1.13057 1.09637 -1.29289  0.11
H -2.75292 -0.73010 -0.61189  0.10
H -2.27666 1.16943 0.76926  0.07
H -1.24176 0.17428 1.55802  0.06

For the HOMO energy, the calculation gives -9.118 eV. The charge is 0. Its frontier orbital gap is 0.3715 Eh.

=====

Below is one molecule with the formula C4H9NO2, with properties calculated with the ωB97M-V functional and the def2-TZVPD basis.

Each line ends with the Löwdin charge.
Element x y z (Å)
C 1.12918 -2.06305 1.12859  -0.06
C 0.65419 -0.72200 0.57242  -0.43
N -0.00479 0.05695 1.65150  0.05
C -0.22503 -0.63351 -0.66581  -0.08
C -0.40590 0.83784 -1.05638  -0.52
O 0.42407 1.53602 -1.54817  0.13
O -1.59211 1.33718 -0.58541  0.05
H 0.39172 -2.57044 1.75469  0.07
H 1.94371 -1.77989 1.80001  0.08
H 1.50398 -2.77908 0.39538  0.08
H 1.52776 -0.11840 0.31746  0.14
H -0.68603 -0.53655 2.11363  0.08
H 0.63749 0.33867 2.35183  0.06
H 0.14816 -1.08167 -1.58608  0.13
H -1.23822 -0.96104 -0.42129  0.12
H -1.39288 1.87095 0.19634  0.11

For the HOMO energy, the calculation gives -9.926 eV. The charge is 0. Its frontier orbital gap is 0.3948 Eh.

=====

Below is an isolated ion of composition C6H14NS and charge -1, with properties calculated with the ωB97M-V functional and the def2-TZVPD basis.

Each line ends with the Löwdin charge.
Element x y z (Å)
C 1.89298 -0.81217 -2.02162  -0.12
C 2.26897 -0.23216 -0.66316  -0.30
C 1.10895 0.17196 0.18608  -0.22
C -0.00114 -0.85909 0.60669  -0.24
N -0.81704 -0.27989 1.68481  -0.13
C -2.20301 0.15329 1.27574  -0.35
C -2.15161 1.38096 0.30974  -0.74
S -3.97384 1.69257 -0.03809  0.01
H 1.41730 -1.79404 -2.07229  0.07
H 2.72179 -0.67486 -2.68512  0.05
H 1.15761 -0.21086 -2.57087  0.07
H 3.13491 0.43151 -0.70535  0.10
H 2.83933 -0.98881 -0.09104  0.10
H 0.52506 0.95347 -0.32353  0.10
H 1.51478 0.61803 1.11673  0.11
H 0.40939 -1.84421 1.00442  0.11
H -0.70016 -1.19090 -0.17048  0.10
H -0.39224 0.48766 2.18374  0.07
H -2.50218 -0.73991 0.67854  0.09
H -2.82313 0.33972 2.16457  0.08
H -1.73405 2.25179 0.80564  0.02
H -1.69267 1.14594 -0.67516  0.03

For the HOMO energy, the calculation gives -2.244 eV. The charge is -1. Its frontier orbital gap is 0.2029 Eh.

=====

Below is C35H40N4P2Re as an isolated structure, with properties calculated with the ωB97M-V functional and the def2-TZVPD basis.

Each line ends with the Löwdin charge.
Element x y z (Å)
Re 0.46649 -0.67888 2.79939  1.48
C -1.10843 0.93212 3.21555  -0.18
C -1.35339 0.00841 2.14229  -0.29
C -1.17924 0.56785 0.73084  -0.23
C 0.24249 0.65736 0.16549  -0.21
C 1.33369 0.18009 1.09939  -0.32
C 1.60091 0.99865 2.25679  -0.30
C 0.91141 2.34856 2.44335  -0.15
C -0.56299 2.29681 2.93449  -0.16
C 0.93065 -2.67205 2.72815  -0.24
H -1.67018 0.80235 4.14874  0.12
H -2.15582 -0.72249 2.28437  0.13
H -1.66384 1.55331 0.73788  0.09
H -1.80785 -0.04324 0.06085  0.01
H 0.28983 0.06950 -0.76659  0.01
H 0.44135 1.70552 -0.12791  0.12
H 2.15094 -0.39518 0.65525  0.08
H 2.61367 0.95083 2.66604  0.12
H 0.99061 2.96449 1.53022  0.12
H 1.50683 2.88964 3.19312  0.12
H -0.63784 2.94444 3.82248  0.13
H -1.21021 2.80013 2.19535  0.12
H 1.23681 -2.90978 3.75350  0.02
H 1.73639 -2.91502 2.02813  0.01
H -0.00122 -3.20853 2.47991  0.03
P 1.71695 -0.98620 -2.38860  1.15
P -2.21990 -0.40368 -2.19535  1.15
N 3.00418 0.14389 -2.95389  -0.22
N 2.16372 -2.21113 -3.62828  -0.25
N -2.25621 1.34451 -2.77731  -0.22
N -3.75594 -0.79765 -2.94744  -0.27
C 0.38589 -0.17566 -3.37961  -0.40
C -0.93236 -0.99003 -3.39782  -0.37
C 4.04643 0.48528 -2.08155  -0.06
C 4.97765 1.26347 -2.75094  -0.01
C 4.53546 1.37978 -4.10539  0.01
C 3.29935 0.73236 -4.18434  -0.05
C 2.34660 -3.54705 -3.25289  -0.09
C 2.66786 -4.29783 -4.38234  -0.03
C 2.74026 -3.39206 -5.49075  -0.01
C 2.37553 -2.13470 -5.01004  -0.08
C -1.94194 2.31280 -1.82094  -0.18
C -1.96565 3.57693 -2.37226  -0.08
C -2.24963 3.40970 -3.75869  -0.06
C -2.33688 2.03317 -3.99387  -0.15
C -4.44279 -0.16121 -3.99339  -0.14
C -5.24382 -1.08083 -4.64919  -0.06
C -5.16859 -2.30555 -3.90806  -0.08
C -4.27983 -2.10609 -2.86552  -0.15
H 0.71398 0.00810 -4.41922  0.07
H 0.26227 0.82145 -2.92377  0.07
H -1.34040 -0.92346 -4.42391  0.10
H -0.77350 -2.05744 -3.12573  0.07
H 4.00462 0.15254 -1.05843  0.11
H 5.86782 1.70889 -2.32202  0.12
H 5.06774 1.84569 -4.92487  0.13
H 2.61518 0.66817 -5.01296  0.11
H 2.22214 -3.83005 -2.21973  0.11
H 2.82373 -5.36279 -4.41504  0.11
H 3.05614 -3.61431 -6.49973  0.12
H 2.23672 -1.21389 -5.54852  0.09
H -1.72557 2.03274 -0.81757  0.04
H -1.78118 4.49994 -1.83424  0.10
H -2.37986 4.20490 -4.48304  0.10
H -2.51773 1.50153 -4.91538  0.10
H -4.36466 0.89672 -4.16171  0.09
H -5.78904 -0.89970 -5.56588  0.10
H -5.69695 -3.21942 -4.14868  0.10
H -3.98440 -2.76120 -2.05863  0.10
C 0.75554 -0.24727 4.67779  -0.12
C 0.51307 0.11749 5.85939  -0.01
C 0.27922 0.18695 7.24173  -0.25
C -0.91143 0.79152 7.74504  -0.02
C -1.18861 0.75896 9.10775  -0.06
C -0.26852 0.21848 10.01366  -0.04
C 0.92139 -0.33887 9.52690  -0.06
C 1.20169 -0.37986 8.16252  -0.01
H -1.59342 1.29212 7.05154  0.11
H -2.11034 1.19547 9.48645  0.12
H -0.45884 0.27822 11.09053  0.12
H 1.64494 -0.72407 10.24281  0.12
H 2.13087 -0.82465 7.78436  0.13

For the HOMO energy (spin up / spin down), the calculation gives -12.281 / -12.280 eV. The charge is +2. Its frontier orbital gap (spin up / spin down) is 0.2156 / 0.1081 Eh. Its spin multiplicity is 4.

=====

Below is a 2-piece molecular cluster, CH2N2OS overall, with properties calculated with the ωB97M-V functional and the def2-TZVPD basis.

Each line ends with the Löwdin charge.
Element x y z (Å)
C 1.24854 -0.54615 -0.81199  -0.87
N 2.18477 -1.08217 1.16708  0.08
N 0.22226 -0.04948 -0.29328  0.05
O 1.28613 -0.94194 1.88659  -0.06
S 1.89949 -1.03128 -2.17419  0.63
H 0.08911 -0.03985 0.67951  0.05
H -0.67733 0.03816 -0.68947  0.11

For the HOMO energy (spin up / spin down), the calculation gives -7.332 / -7.957 eV. The charge is 0. Its frontier orbital gap (spin up / spin down) is 0.2645 / 0.2782 Eh.